Molecular formula: C16H45N4O5Pb
Method: DFT, the ωB97M-V functional and the def2-TZVPD basis

Output
HOMO-LUMO gap (spin up / spin down) = 9.39 / 4.88 eV
charge = +2
DFT total energy = -1423.99285 hartree
multiplicity = 2
⟨S²⟩ = 0.76

```
71
Properties=species:S:1:pos:R:3:forces:R:3:mulliken_charge:R:1
Pb -0.368608 0.104619 -0.526514 0.20 -0.35 -0.14 1.776
O -3.023026 0.054922 -0.244243 2.00 -0.64 -0.44 0.054
O -0.633235 2.508474 -0.688586 0.57 0.76 0.01 -0.445
O 1.267846 -1.755580 0.200757 0.66 0.20 -0.63 0.404
O 0.681161 4.136062 2.745253 0.89 -1.67 -0.51 -0.284
O -1.405204 -2.240091 -1.066669 1.04 0.05 0.56 0.012
N -0.450062 -0.494368 -3.254509 0.29 0.49 0.33 -0.606
N -1.004507 -0.106086 1.967819 -0.87 0.67 -0.18 -0.359
N 1.672544 1.870695 0.906543 0.03 -0.45 -1.01 -0.120
N 1.860644 0.371289 -1.741161 -0.46 1.16 0.57 -0.473
C 3.505648 1.551950 2.391829 0.70 1.04 0.63 -1.718
C -1.215366 -3.523359 -0.432259 0.59 -0.64 -0.51 -1.130
C -1.779957 -1.134726 -3.366383 0.75 -0.83 -0.97 0.834
C 1.515133 -2.211834 1.503638 -1.06 -0.93 1.19 -1.054
C 2.529330 -1.654590 -0.433175 0.54 2.04 -2.45 -1.137
C 3.666218 -0.928774 -2.694538 -0.07 -0.96 0.88 -1.407
C 2.344984 -0.984694 -1.845056 1.32 -1.16 -0.90 0.453
C -1.828955 -2.403642 -2.434008 -0.68 0.05 0.15 -0.926
C 2.112128 2.133405 2.253113 -0.33 0.61 0.80 0.180
C -3.320292 -0.327939 1.088785 -0.65 -0.22 0.26 -0.942
C -2.706966 -1.283896 3.415063 -0.45 -0.11 -0.14 -1.705
C 2.078438 3.627477 2.633420 -1.70 0.36 0.88 -1.088
C 0.635685 5.516394 3.097370 1.57 -0.49 -0.41 -0.727
C -2.208741 -0.967801 1.989551 0.31 -0.52 0.20 0.708
C -4.107986 0.619116 -0.977822 0.55 0.43 1.09 -0.961
C -2.049694 -1.519114 -4.860970 0.10 -0.62 0.53 -1.595
H 2.432501 -2.800499 1.501771 -0.10 0.07 0.43 0.471
H 2.635790 4.256301 1.939135 0.06 -0.01 -0.29 0.456
H -3.653306 -1.815774 3.316817 -0.15 0.09 0.16 0.430
H -1.457953 -2.368653 -5.201884 0.00 -0.51 0.56 0.425
H 4.460141 -0.865907 -1.950342 0.44 0.32 -0.34 0.387
H 0.672451 -2.848970 1.772088 0.15 -0.31 0.07 0.262
H 0.226344 -0.846037 -3.917007 0.10 -1.50 0.06 0.332
H 3.053435 -2.597825 -0.587220 -0.37 -0.30 0.22 0.526
H -0.417831 -4.128982 -0.862676 0.28 0.34 -0.87 0.369
H -3.752727 0.823601 -1.987806 -0.27 -0.39 0.01 0.314
H 3.720687 -0.107183 -3.408757 -0.24 0.30 0.40 0.397
H -1.844677 -1.954189 1.702150 -0.48 0.06 -0.95 -0.339
H -0.377244 -0.268247 2.742635 0.18 -0.46 0.15 0.243
H 2.459346 2.247257 0.397376 0.18 -0.16 -0.79 0.296
H 3.717820 1.596600 3.460046 0.28 -0.77 0.01 0.481
H -3.098095 -1.774888 -5.014390 0.06 0.17 -0.18 0.418
H 1.826802 0.850683 -2.629496 -0.59 -0.53 -0.71 0.282
H 0.903489 2.425026 0.558155 -0.41 0.55 0.66 0.312
H -4.162821 -1.011542 0.984228 -0.10 -0.21 0.63 0.527
H 2.527535 3.734992 3.620773 0.19 0.07 0.11 0.517
H -2.083459 -4.173037 -0.543729 -0.41 0.39 0.37 0.419
H 1.335413 5.967044 2.393530 -0.28 0.89 -0.07 0.324
H -0.365719 5.940506 3.023671 0.12 -0.36 0.00 0.233
H -0.829030 -3.487326 0.586337 -0.83 0.76 0.10 0.240
H 2.559009 0.976785 -1.334027 0.31 -0.26 0.97 0.227
H -2.044556 -1.995480 3.907957 0.24 0.02 -0.18 0.433
H -1.060522 3.367557 -0.872813 -0.48 -0.34 -0.10 0.216
H 3.183049 -0.984963 0.125714 0.10 -0.03 0.37 0.346
H -2.830381 -0.467022 4.126120 -0.10 0.36 -0.40 0.392
H 1.495779 -1.436953 2.269986 0.61 0.37 -0.26 0.209
H -3.666322 0.595252 1.553609 -0.18 -0.02 0.67 0.513
H 1.614128 -1.610546 -2.357179 -0.21 0.25 -0.06 -0.031
H 3.886165 -1.795242 -3.318198 -0.27 -0.35 0.34 0.380
H 4.289665 2.190213 1.984348 -0.11 0.35 -0.38 0.451
H 1.518790 1.604908 2.999263 -0.53 -0.01 -0.17 0.227
H -1.692647 -0.794841 -5.593125 -0.53 0.74 0.42 0.427
H -4.956121 -0.059400 -0.886343 -0.21 0.26 -0.45 0.315
H -0.377963 0.435784 -3.641466 -1.24 0.85 0.29 0.317
H -1.412556 0.789485 2.194864 0.37 0.89 -0.02 0.297
H 1.087137 5.644430 4.081189 -0.35 0.20 0.28 0.300
H -2.558373 -0.433945 -3.064603 0.26 0.06 0.18 -0.608
H -4.283654 1.591122 -0.516909 -0.70 0.08 -0.07 0.333
H -1.254952 -3.245558 -2.821042 0.03 0.14 -0.51 0.478
H -2.862055 -2.710393 -2.270531 -0.27 -0.15 -0.93 0.453
H 3.670325 0.587943 1.910532 -0.42 -0.19 0.47 0.264
```
Forces are in eV/Å.

***

Molecular formula: C12H34N3O6V2
Method: DFT, the ωB97M-V functional and the def2-TZVPD basis

Output
HOMO-LUMO gap (spin up / spin down) = 3.03 / 3.63 eV
charge = +3
DFT total energy = -2980.13646 hartree
multiplicity = 3
⟨S²⟩ = 2.09

```
57
Properties=species:S:1:pos:R:3:forces:R:3:mulliken_charge:R:1
V -0.915931 3.651388 0.637987 -2.16 -3.22 -1.74 1.265
V 2.377124 3.917741 -1.448494 -2.70 -1.82 -1.79 1.148
O -1.817242 -3.628603 -1.189757 0.69 0.45 0.38 -0.429
O -2.104002 3.501686 -0.340063 2.02 0.83 1.33 -0.313
O 1.436775 4.773418 -2.351767 1.52 -0.65 1.30 -0.370
O 0.824461 2.981210 -0.363472 -0.20 1.19 0.99 -0.350
O -1.744154 -1.135498 2.445379 -0.05 1.75 0.10 -0.263
O 2.103160 2.137225 -2.782963 0.26 1.57 1.00 -0.298
N -0.133173 -0.508862 0.071449 -0.74 1.86 0.37 -0.158
N -1.531084 1.632119 1.596851 2.55 0.84 -0.59 -0.133
N 3.686184 2.319735 -0.409030 -1.04 0.93 0.50 -0.398
C -0.050965 -1.799273 -0.511084 2.07 -3.75 0.09 0.340
C -1.457878 -2.379883 -0.531093 -2.64 -0.46 -0.92 -0.642
C -1.525151 -2.360323 3.117593 0.45 -0.20 0.13 -0.899
C -2.488522 1.127221 2.604220 -0.88 3.05 1.11 0.111
C 1.050856 -2.732882 0.242937 -1.25 0.23 -0.49 -1.246
C 3.900522 1.289642 -1.372942 1.11 -1.91 -3.16 0.259
C -3.159156 -3.659464 -1.786135 1.03 0.13 0.13 -0.716
C 4.679351 0.096576 -0.771005 -0.62 -0.12 -0.55 -1.446
C -1.962866 -0.052385 3.360244 -1.47 -1.20 -0.33 -0.878
C 0.873157 2.089432 -3.551982 -0.79 -1.12 -1.59 -0.826
C -3.788515 1.051022 1.899754 -0.53 -1.43 -1.08 -1.336
C 2.575724 0.924104 -2.142138 1.43 0.00 0.84 0.148
H 4.579386 2.516742 0.019294 0.34 0.31 0.33 0.384
H -2.223689 -2.490528 3.944151 0.05 0.02 0.09 0.398
H 0.309041 -1.748771 -1.538680 -0.06 0.21 -0.16 0.338
H 1.805104 0.505146 -1.495044 -0.19 0.08 0.05 -0.268
H -2.792486 -0.373437 3.990142 -0.18 0.17 0.35 0.536
H -0.362724 -0.639762 1.046263 0.07 -0.13 0.43 0.256
H -3.391079 -4.697551 -2.024202 0.34 0.07 0.07 0.276
H -3.146665 -3.080127 -2.709344 -0.04 0.07 -0.05 0.303
H -4.619253 0.832315 2.570685 0.07 -0.06 -0.17 0.396
H 0.832250 1.164759 -4.127648 0.33 -0.46 0.44 0.394
H -3.963071 -3.297510 -1.145189 0.25 0.17 0.37 0.304
H 1.155505 2.102988 -0.092054 -0.49 0.45 -0.14 0.371
H 1.014925 -3.764116 -0.108305 0.25 0.19 -0.77 0.472
H 0.928844 -2.941324 1.305845 -0.60 0.79 0.31 0.247
H -0.629903 1.329142 1.937696 0.80 0.21 0.67 0.386
H 0.831846 2.783471 -4.391453 0.68 0.74 0.59 0.326
H 4.571118 1.671372 -2.142805 -0.07 0.27 -0.27 0.226
H -1.565842 0.936757 0.865171 -0.39 -0.13 -1.56 0.236
H 0.712089 0.038465 -0.006451 0.36 -0.48 0.12 -0.285
H 3.192701 1.742689 0.256996 -0.25 0.61 1.30 0.231
H 2.045360 -2.297374 0.146070 0.10 -0.11 -0.31 0.233
H -2.066998 -1.651480 -1.066349 0.01 0.61 0.07 0.397
H 5.639245 0.399679 -0.352886 -0.28 0.36 0.47 0.435
H 5.015327 -0.620038 -1.520457 -0.47 -0.01 -0.28 0.428
H -0.491906 -2.292417 3.458023 0.00 -0.75 0.38 0.323
H -1.179757 0.214436 4.069918 0.73 -0.21 -0.35 0.351
H -0.075879 2.143372 -3.018574 0.46 0.16 0.74 0.285
H -4.011207 1.928899 1.293240 0.02 0.25 0.37 0.337
H -2.648847 1.974059 3.271488 0.49 -0.19 0.80 0.315
H 2.862270 0.143570 -2.846951 -0.31 0.26 -0.42 0.749
H -1.680031 -3.170771 2.405350 0.20 0.07 0.09 0.292
H -3.629788 0.251630 1.175975 -0.79 -0.39 -0.15 0.343
H -1.883420 -2.416049 0.471756 0.24 0.02 0.20 0.037
H 4.038858 -0.433583 -0.066160 0.28 -0.11 0.33 0.374
```
Forces are in eV/Å.

***

Molecular formula: C18H54O9
Method: DFT, the ωB97M-V functional and the def2-TZVPD basis

Output
HOMO-LUMO gap = 10.25 eV
SMILES = CCO.CCO.CCO.CCO.CCO.CCO.CCO.CCO.CCO
charge = 0
DFT total energy = -1395.26524 hartree

```
81
Properties=species:S:1:pos:R:3:forces:R:3:mulliken_charge:R:1
O 1.009851 -1.943279 0.022321 -0.06 -0.22 0.41 -0.615
O 3.236367 4.603193 -2.886525 0.59 -0.16 0.20 -0.555
O -2.725971 -3.223264 3.902847 -0.40 -0.10 0.07 -0.612
O 1.882842 -2.740795 2.759448 0.09 -0.18 0.24 -0.557
O -2.452628 2.946702 0.039844 -0.36 -0.39 -0.21 -0.452
O 2.546903 -0.372502 -5.488933 0.42 -0.38 0.26 -0.557
O -4.202187 1.530133 1.787649 -0.04 0.02 -0.02 -0.607
O 3.605221 3.066919 1.470979 -0.27 0.00 -0.13 -0.567
O -0.108866 -2.871045 -2.551202 0.32 0.26 -0.02 -0.402
C 2.863366 -1.856184 3.298119 -0.62 0.19 -0.59 -0.049
C -3.317366 3.175691 -1.068676 -0.48 0.24 0.50 -0.233
C -3.808225 0.214413 2.161671 0.45 -0.82 0.27 -0.192
C -2.550244 0.282070 2.998486 0.16 0.48 0.53 -0.736
C -3.807564 -3.706214 1.821548 -0.22 -0.36 0.38 -0.955
C -1.581386 -4.297855 -1.238626 0.85 -0.16 -0.01 -0.733
C -2.521663 3.447144 -2.318117 0.14 -0.02 -0.31 -0.988
C 1.379226 2.484556 2.048794 -0.23 -0.22 0.05 -0.562
C -0.079294 0.088130 -0.674886 -0.52 0.02 0.24 -0.088
C 2.376114 -0.501265 -4.083283 -0.73 0.30 0.25 -0.257
C 3.082365 0.575296 -3.280399 -0.04 -0.18 -0.25 -0.521
C 2.737876 3.949372 -1.726272 -2.04 0.12 -0.10 -0.512
C 1.269358 3.550928 -2.001539 0.09 0.10 -0.13 -0.571
C -1.427614 -3.368081 -2.439624 -0.80 -0.36 0.65 -0.477
C -2.483544 -3.483498 2.518839 -0.12 0.43 0.50 0.694
C 2.794695 2.002835 2.009302 1.28 0.03 -0.25 0.132
C 0.011691 -0.996502 0.388247 -0.09 0.29 -0.29 0.693
C 4.011706 -1.681715 2.328857 1.05 -0.16 -0.24 -0.958
H -2.105736 -0.669917 3.283916 -0.32 -0.32 -0.48 0.173
H -2.097719 -2.517676 -2.311840 0.21 0.23 -0.08 0.263
H 0.751068 -2.343993 -0.823984 -0.07 0.11 0.04 0.236
H -0.653583 0.949548 -0.318874 0.13 0.03 -0.01 -0.094
H -3.629543 -3.970860 0.781580 -0.12 0.05 -0.07 0.099
H -1.778380 0.863313 2.488740 -0.06 0.13 0.11 -0.058
H 0.922872 0.393223 -0.969823 0.01 0.14 0.05 -0.239
H 2.777479 1.576506 -3.580419 -0.12 -0.04 -0.02 0.173
H 3.219850 1.771045 2.995995 -0.47 -0.16 0.03 0.289
H 0.480633 -3.568674 -2.857416 -0.12 -0.05 -0.05 0.245
H -2.991981 2.435798 0.671057 0.31 0.24 0.14 0.337
H 2.640315 -1.488748 -3.687641 0.30 -0.10 -0.32 0.221
H 2.928741 1.115632 1.374330 -0.27 0.01 0.12 -0.030
H 4.797397 -0.990479 2.650558 -0.34 0.23 0.26 0.358
H 3.179089 -2.270791 4.253778 0.07 -0.02 -0.03 0.316
H 3.699592 -1.359159 1.332929 -0.31 0.09 0.12 0.168
H -0.808249 -5.070922 -1.305201 -0.26 -0.25 -0.14 0.337
H -4.516791 -2.880798 1.888697 0.34 0.30 -0.07 0.248
H -1.346797 -3.811253 -0.289222 -0.26 0.30 -0.09 -0.048
H 4.568391 -2.610455 2.168253 -0.34 -0.19 0.12 0.323
H -4.021492 2.338923 -1.203680 0.44 -0.25 -0.19 0.275
H 1.172337 3.036785 -2.959219 0.16 -0.21 0.09 0.381
H 1.677081 -2.442969 1.862782 -0.02 -0.15 -0.18 0.262
H -4.014158 3.996435 -0.828680 0.40 0.26 -0.16 0.329
H 3.310917 3.063384 -1.466053 0.39 0.17 -0.26 0.256
H -2.561393 -4.766716 -1.186658 -0.04 0.01 -0.05 0.411
H -3.198796 3.724424 -3.128434 0.07 -0.08 -0.06 0.413
H -1.874319 -4.384926 2.420127 0.18 0.09 -0.15 0.410
H -1.955159 -2.609719 2.129093 0.12 -0.22 -0.41 -0.519
H -1.760730 -3.879958 -3.344365 0.22 -0.01 -0.15 0.379
H -0.966622 -1.469828 0.553077 0.07 -0.10 -0.21 -0.421
H 1.299224 -0.438941 -3.911830 -0.02 0.14 -0.06 0.175
H 0.274842 -0.584938 1.367338 0.31 -0.01 -0.13 0.274
H -1.930519 2.580635 -2.621274 -0.20 -0.15 0.01 0.215
H 2.350793 -0.902893 3.486049 0.36 0.14 0.16 0.109
H 2.689740 4.621954 -0.866878 0.54 -0.08 0.09 0.416
H 4.470060 2.713157 1.245803 0.00 0.00 0.05 0.307
H -4.321579 -4.536397 2.312845 0.11 -0.14 -0.13 0.380
H 1.011145 2.676396 1.041431 0.06 0.20 0.01 -0.103
H 1.337090 3.393822 2.647194 -0.22 0.01 -0.05 0.443
H 2.950912 5.519067 -2.844164 0.01 0.00 -0.06 0.331
H -5.056457 1.459819 1.349468 0.00 0.11 0.03 0.310
H -2.795543 0.722976 3.968528 0.15 0.41 -0.19 0.453
H 0.821535 2.939998 -1.215946 0.11 -0.02 0.02 -0.135
H 0.644607 4.442078 -2.106971 0.11 0.10 0.15 0.369
H -0.600586 -0.289055 -1.557894 0.14 -0.05 -0.06 0.294
H 4.163285 0.518228 -3.427240 0.03 -0.08 0.24 0.455
H -1.903816 -2.985372 4.339425 0.12 -0.09 -0.10 0.331
H 2.812801 0.407341 -2.236102 0.30 0.19 0.12 -0.067
H -1.790017 4.248634 -2.211207 -0.22 0.16 0.31 0.155
H 3.465013 -0.608471 -5.667082 -0.10 0.12 -0.21 0.318
H 0.718235 1.723568 2.472054 0.07 0.09 0.18 0.101
H -3.612900 -0.396285 1.272636 -0.20 0.01 -0.05 0.251
H -4.583211 -0.257681 2.771546 -0.14 -0.05 -0.23 0.362
```
Forces are in eV/Å.